(1)
The following is a quantum chemistry calculation of a 12-piece molecular cluster, C60H156N12O18 overall in a non-equilibrium geometry, from the OMol25 dataset.

Properties
structure (SMILES)	COC[C@H](C)N.COC[C@H](C)N.COC[C@H](C)N.COC[C@H](C)N.COC[C@H](C)N.COC[C@H](C)N.COCCNCCOC.COCCNCCOC.COCCNCCOC.COCCNCCOC.COCCNCCOC.COCCNCCOC
net charge	0
largest force on an atom	2.81	eV Å⁻¹
energy relative to the best compared isomer or geometry (same formula, charge and spin)	382.0	kJ/mol

```
246
Properties=species:S:1:pos:R:3:lowdin_charge:R:1
H 3.95216 5.20962 -4.54921 0.087
H -3.73913 -0.20299 -1.21660 0.073
H 9.88102 -2.84922 -1.23944 0.077
C 3.95817 0.37987 -0.74547 -0.081
H -2.73486 2.00037 3.10440 0.112
C -4.09846 3.46315 -0.45818 -0.085
H 2.14479 5.43956 2.11840 0.088
H 0.04713 0.18477 1.42804 0.103
C -0.39799 2.21257 0.78275 -0.148
C 1.79332 -0.59095 8.45058 -0.235
O -0.31653 -4.69144 0.89844 -0.181
H -3.64025 4.11083 3.08703 0.076
H 3.64664 7.52172 1.53171 0.121
C -5.86155 -1.36243 -4.20865 -0.189
H -1.27830 5.21134 6.93511 0.128
H 5.09683 -3.39206 0.21429 0.087
C 0.32162 1.08588 -1.27891 -0.190
N 4.27579 9.49770 -0.27879 0.029
C 2.95295 8.98667 0.15298 -0.414
H 7.54982 -3.50181 1.61308 0.074
O -5.08468 -4.67788 -1.83990 -0.228
H 5.59875 -4.31160 -2.31577 0.109
H 1.36738 -0.22451 -4.53391 0.080
O -6.99436 -0.98739 -3.36769 -0.170
C 3.33091 -3.65988 4.33782 -0.437
H -0.94950 2.88902 5.98573 0.049
N -0.13888 0.61400 7.32007 -0.072
H 2.79051 -4.85559 2.63350 0.125
C -3.69339 -4.89626 -1.52139 -0.090
C 6.61989 -0.51995 2.56855 -0.041
C 2.16412 -4.14868 5.11911 -0.067
O 0.97446 -2.16869 -4.06972 -0.216
H 3.55990 -2.79627 8.68841 0.068
H -8.53328 -6.32757 -4.05309 0.075
H -0.00619 -3.54669 2.65101 0.060
C 3.15502 -3.84208 2.80092 -0.176
H -3.46116 4.26253 -0.83625 0.091
C -8.48175 -2.43769 -7.62491 -0.245
H -4.15508 1.63524 -4.36466 0.086
H 3.31679 -3.59549 0.32517 0.079
H 0.82965 -1.26088 -5.90847 0.095
H -3.63836 -5.77654 -0.88094 0.086
C 0.26313 1.19838 1.76574 -0.229
H 3.36431 0.83345 2.82734 0.086
C 2.36268 0.43458 2.66690 -0.056
C 3.51229 -0.92383 -2.75470 -0.168
H 1.25512 6.22906 4.86985 0.080
H -1.81849 -1.32460 6.15001 0.118
C 0.44646 6.62070 4.25277 -0.113
C 0.68702 -1.01252 -4.85677 -0.084
H 1.30601 -3.58306 -1.24835 0.106
H -7.08248 -7.01184 -3.98977 0.062
H -5.54694 -6.69908 -1.71073 0.122
C -8.08525 -5.44444 -1.30235 -0.052
H 4.17040 10.49988 -0.34673 0.067
H 9.49797 -2.31640 -2.81653 0.080
H -10.15087 -1.72146 -9.68300 0.089
H 0.95489 8.85240 -0.70177 0.068
H 4.27042 -2.12784 5.31302 0.079
H -6.43205 -2.51516 -7.49952 0.126
H 5.49728 -4.27260 -4.07230 0.120
H -1.08009 3.64084 4.39064 0.061
O 8.08392 -3.50138 -2.04840 -0.198
C 3.92949 -2.29262 -3.36715 -0.199
H -3.08136 3.60591 -3.79962 0.107
H -7.10765 -1.14467 -6.68033 0.117
C -1.91269 -1.32642 3.64190 -0.090
H -8.06560 -2.78344 -5.07515 0.105
H 6.88975 -1.68888 0.80006 0.108
H -6.13398 -1.73740 -1.60876 0.087
C 7.41838 -1.54747 1.74274 -0.447
H -4.00124 2.54646 -1.03984 0.078
C -1.88024 6.19516 5.15186 -0.131
C -5.94464 -2.73431 -4.86288 -0.183
H 3.42912 -3.10465 -2.83957 0.094
H 0.13650 -5.29063 2.75578 0.084
H -5.62721 1.18499 3.84749 0.076
H -2.85974 -1.54550 -1.72606 0.070
H 0.86338 7.51721 3.79392 0.081
H 3.92150 -0.15309 -3.40785 0.118
H -4.87003 -1.30289 -3.75982 0.100
C -0.43803 -4.48405 2.30033 -0.101
C 1.70909 4.71687 -2.93152 -0.202
O 1.63957 1.43798 1.88809 -0.189
C -4.54549 1.05086 3.84857 -0.050
H -7.94471 -1.37410 -1.60620 0.100
H 9.46091 -1.88013 1.08589 0.107
H 9.33766 -0.96365 2.41646 0.123
H 4.15779 -1.89905 3.80243 0.038
H 3.59515 -2.35719 -4.40260 0.111
H -5.29315 2.55409 1.52916 0.122
H -2.65639 6.85920 5.53233 0.119
C 8.85721 -1.04514 1.44145 -0.177
H -8.81529 -1.61811 -10.79280 0.086
H 3.28799 4.20553 -5.81184 0.087
H 2.37924 5.07399 0.34761 0.077
H -8.47342 -3.48485 -7.92739 0.124
N 3.60466 -2.26221 4.56549 0.070
H 0.86964 0.29116 -0.77275 0.098
H 4.43172 1.21750 -1.25756 0.090
H 4.45020 0.34737 0.22661 0.075
C 0.36830 5.28209 -2.51542 -0.206
C -0.06323 -3.07770 -4.18014 -0.225
C 9.45080 -3.19856 -2.17804 -0.116
H 1.28512 -3.56508 4.84546 0.062
H -4.20222 1.25812 1.05697 0.116
O -0.79120 -1.76892 4.42893 -0.237
H -2.11630 -0.28320 3.88346 0.058
O -3.58592 3.28244 0.85570 -0.224
H -7.38893 -4.67215 -3.20306 0.091
H 10.00206 -4.01059 -2.65218 0.087
C -4.25572 2.22148 1.56410 -0.170
H 3.63397 6.95183 -0.08405 0.120
H 1.36155 -4.58541 -3.26246 0.112
H 8.45391 1.38806 -0.75258 0.087
H 2.45084 -0.67623 -2.76582 0.084
H 5.53505 -1.88356 -2.39169 0.077
H -2.68096 3.65932 -5.51516 0.109
O -1.64094 -0.23597 -0.68106 -0.217
H -3.27617 -3.99200 -1.07829 0.061
H 2.91398 0.65128 -0.59014 0.058
H -4.90432 3.60142 3.73740 0.089
H 3.42900 -2.67154 10.39604 0.088
C 3.32927 -2.08580 9.48222 -0.098
C -3.81164 2.15753 3.04164 -0.424
C -7.23610 -2.21714 -6.82663 -0.235
H -0.30484 1.32886 2.68687 0.099
O -8.35896 -1.66866 -8.78188 -0.187
H 2.08828 -0.88543 7.44342 0.106
H -3.37810 1.36597 -5.91224 0.086
C -0.80785 3.81675 5.43134 -0.052
N -7.83067 -6.66136 -3.40886 0.032
H -0.82898 -0.15664 -2.49444 0.098
C 7.41895 -3.92516 -3.24721 -0.227
H -0.47444 3.55644 -2.32624 0.059
C 3.05265 7.54936 0.61819 -0.211
H 0.15643 0.35199 9.37864 0.119
N 5.39121 -2.37194 -3.26398 -0.038
H 0.90546 1.37724 -2.15202 0.107
H -5.92035 -3.45262 -4.04341 0.075
H -0.17102 -3.38370 -5.22074 0.116
C 5.91834 -3.76622 -3.20375 -0.194
H -2.90170 3.49222 6.83429 0.055
H 7.74184 -3.40328 -4.14804 0.118
H -5.10227 -2.97859 -5.51006 0.126
H 7.04259 -0.22714 3.52964 0.084
H -9.15400 -5.43254 -1.51622 0.073
H -3.56251 4.27417 5.62197 0.018
C -0.32099 -3.43822 0.17911 -0.201
H -3.08864 0.15439 -4.68412 0.073
C -7.06207 -1.66499 -2.17578 -0.128
H 4.14849 -4.26781 4.72523 0.138
O 1.74762 6.97658 0.82243 -0.205
H -9.34724 -2.12152 -7.04262 0.130
H -1.79334 1.31721 -2.09700 0.111
H 4.99886 9.27698 0.39095 0.062
H -4.32145 0.86611 4.89918 0.080
H -0.15505 -5.21936 -3.92452 0.111
H -9.05924 -3.14811 -10.04609 0.086
C 0.32255 -0.23321 8.47418 -0.182
H -7.83522 -6.21502 -0.57311 0.076
H 2.38318 -3.21052 2.36104 0.106
N 7.27385 -2.84446 2.32851 0.048
H -0.46295 0.80049 5.21870 0.087
H -1.49615 -4.58346 2.54241 0.093
H -0.32199 -1.10943 8.54430 0.108
H 2.34272 0.33410 8.62531 0.125
H -7.19865 -2.69849 -2.49409 0.051
H 6.73941 0.40999 2.01265 0.069
H 3.78518 3.44286 -4.36606 0.080
C -0.88379 4.09247 -4.25379 -0.153
O 4.17575 -0.83275 -1.46449 -0.223
C 8.46310 0.32151 -0.52789 -0.105
H -1.66472 -1.44891 2.58757 0.073
H 4.05908 -1.29431 9.31187 0.085
H 0.35669 -2.70591 0.61793 0.106
O 9.06191 0.18084 0.74020 -0.161
H -1.47056 2.02603 0.72895 0.097
H 0.79375 5.09409 0.93317 0.068
H 2.32849 -0.56706 2.23837 0.072
H 9.00714 -0.10823 -1.36899 0.077
H 0.29818 6.21486 -3.07500 0.121
H 3.99915 -2.11361 0.79823 0.068
H -2.19920 5.93794 4.14181 0.103
H -3.02197 -5.06743 -2.36282 0.066
C -2.91228 -0.83801 -0.89853 -0.108
C -9.13545 -2.07725 -9.85750 -0.123
H -1.00726 1.08724 7.52516 0.088
H -0.25683 -2.14780 6.27341 0.111
H 1.92609 -5.21179 5.08401 0.086
H -0.85505 5.03762 -4.79597 0.115
O 4.40502 -3.70035 2.13040 -0.207
H -0.31077 -0.58110 -4.77689 0.075
C -0.78875 -1.32681 5.79264 -0.172
N -7.21924 -2.98428 -5.58841 -0.042
C -1.08936 0.57197 -1.72669 -0.148
H 6.30928 -3.09317 2.49539 0.036
H -5.11621 3.84173 -0.36347 0.089
N 0.37009 2.30463 -0.49175 -0.047
H 5.55071 -0.72782 2.61032 0.046
H -0.12393 -5.24913 -1.59105 0.109
C -3.26594 1.21880 -4.83806 -0.100
H 2.39592 -3.92340 6.16008 0.073
H 1.29021 2.61462 -0.21357 0.088
H 1.88895 0.35934 3.64569 0.065
H 0.15269 5.91571 3.47509 0.069
H 0.22311 4.16448 5.36586 0.072
H 7.41484 0.03031 -0.59474 0.074
C -2.29474 3.40725 -4.52754 -0.175
N -3.01328 4.42225 6.45655 0.027
C -0.08246 0.08684 5.94948 -0.177
C 3.30596 4.35100 -4.73175 -0.130
C -5.75589 -5.85742 -2.37107 -0.159
C -7.28063 -5.58594 -2.61880 -0.428
O 1.97616 -1.61700 9.42258 -0.178
H 0.98741 0.03258 5.74814 0.092
H 2.37226 5.47639 -2.51749 0.107
H 1.94963 3.78650 -2.41707 0.108
H -5.80946 -0.58336 -4.96921 0.104
O -0.64264 7.00804 5.10513 -0.197
H 2.58808 9.56381 1.00262 0.129
H 2.14565 8.35276 -1.79348 0.065
N -0.74901 4.39615 -2.81573 -0.044
C 1.76388 5.56062 1.10433 -0.092
H -0.34893 3.20011 1.24151 0.098
N -0.36172 -4.40531 -2.09257 -0.063
H -2.76976 -1.97367 3.82785 0.090
H 1.89928 10.06146 -1.59253 0.071
C -1.71386 4.88704 5.99001 -0.440
O 2.00180 4.64352 -4.34846 -0.200
H -1.03214 -2.68264 -3.87475 0.119
N -3.91540 3.39633 3.74572 0.042
C 4.20475 -3.18402 0.80508 -0.077
H -1.31413 -3.00010 0.27825 0.103
C 0.29764 -4.38489 -3.38894 -0.171
H 0.47560 5.62129 -1.48512 0.104
H 0.13614 -2.38090 -1.63279 0.110
C 0.23384 -3.38785 -1.22708 -0.197
H 7.70458 -4.95020 -3.48344 0.119
H -3.19198 -1.41118 -0.01459 0.084
H -0.04782 3.50059 -4.62653 0.107
C 1.95422 9.12098 -1.04428 -0.052
O -2.11487 1.99375 -4.48539 -0.252
H -5.21921 -5.97997 -3.31185 0.116
H -7.83456 -4.51092 -0.79856 0.062
H -4.43119 0.13774 3.26440 0.062
```

(2)
The following is a quantum chemistry calculation of C39H37N10O2PbSe as an isolated structure, from the OMol25 dataset.

Properties
net charge	+1
largest force on an atom	0.72	eV Å⁻¹
energy relative to the best compared isomer or geometry (same formula, charge and spin)	87.0	kJ/mol

```
90
Properties=species:S:1:pos:R:3:lowdin_charge:R:1
H 2.06456 -2.91848 -7.05198 0.109
H 4.64232 -0.01329 -4.10603 0.077
N -0.11572 -0.60916 -3.54201 -0.029
H -6.84681 3.00410 3.81737 0.113
H -2.51340 1.81193 -4.11996 0.119
C -0.49397 0.28210 -4.46924 -0.282
H 5.32809 0.22642 0.66502 0.112
H -0.36312 -1.51318 4.00134 0.118
H -2.52506 0.67014 -1.87006 0.098
C 0.82341 -2.97240 0.12804 -0.226
C 4.70222 2.02886 -2.12898 -0.096
H -0.44731 -6.03005 5.97691 0.114
H 2.14765 2.97940 -0.11694 0.081
C 3.65247 1.53701 0.39243 -0.140
C -1.54474 -4.22148 5.65584 -0.001
O -1.81362 1.23071 -1.53668 -0.140
H 3.05911 3.38499 -2.38855 0.108
H -5.12788 4.36680 2.70943 0.120
N 1.42044 -2.58391 2.08912 -0.106
C 2.48563 -2.45304 -4.99142 -0.132
C -0.35535 -1.90718 -3.75854 -0.160
C -0.37624 -2.50768 4.43087 0.026
C -3.52952 2.99608 3.12048 -0.184
Se 3.06092 -1.75248 -2.23171 0.583
H -0.04030 2.25226 -5.11338 0.122
H 5.12591 2.24597 -3.10100 0.109
H -1.75372 3.39947 -4.10878 0.120
H -2.17917 1.43084 3.72474 0.111
C 0.71898 -3.34462 4.28744 -0.201
C -1.50952 -2.93932 5.11145 -0.130
N -4.54442 -1.11363 5.56563 0.121
H 0.59435 -3.48972 -0.78636 0.103
H -1.14414 -3.44192 -5.02443 0.118
H 1.21897 -0.43596 1.98182 0.117
H -0.03051 -2.57936 -2.97333 0.089
C -5.49792 1.44082 4.36779 -0.008
H 6.25645 0.65813 -1.58017 0.114
N -3.79035 -2.22986 5.79225 0.123
C -1.67649 2.38578 -3.71194 -0.153
H -6.24218 0.82469 4.85316 0.121
H -2.44346 -4.55922 6.15343 0.122
H -2.83318 2.96331 -2.00956 0.121
C -2.52239 3.88551 2.40982 -0.068
C -1.32174 -1.47241 -5.88371 -0.027
H -1.77978 -1.79947 -6.80728 0.120
H 2.63627 -3.65588 3.35426 0.132
N -1.18458 3.34343 2.26078 -0.125
C 1.88055 -2.87795 3.43956 -0.058
C 0.69750 -4.60551 4.86467 -0.020
C 4.09095 -0.57565 -6.11128 -0.140
N -0.12423 4.02585 2.73062 0.117
H 3.25811 1.38117 1.38950 0.091
H -2.39635 4.81214 2.96788 0.136
C -1.86638 2.48817 -2.20565 -0.260
C 3.53384 2.66531 -1.73255 -0.118
C 0.89208 3.24978 2.44487 -0.216
C -2.65278 -2.04551 5.20662 -0.280
H 1.86303 -3.23868 -4.58994 0.091
C -3.19793 1.78713 3.71317 0.027
H 0.44976 1.91753 -3.45569 0.066
H 2.33140 -1.97280 3.84566 0.138
C -1.08851 -0.12801 -5.65867 -0.001
H -1.08360 3.10400 -1.75824 0.120
C -4.18067 1.00070 4.32096 -0.131
H -2.90559 4.14410 1.41985 0.131
H 1.90883 3.51498 2.68385 0.111
C -4.85414 3.42331 3.16712 -0.035
O -2.60390 -0.83317 4.59435 0.120
C -0.34001 1.75442 -4.19204 -0.129
H -1.38065 0.61676 -6.38705 0.128
H 1.55940 -5.25463 4.77344 0.118
C 4.03908 -0.65937 -4.72610 -0.109
N 0.54702 2.09558 1.81290 0.069
H -1.41142 1.46365 1.25501 0.131
N 1.19578 -3.58436 1.21782 0.153
C 3.19521 -1.60261 -4.15673 -0.625
C -0.43340 -5.03835 5.54601 -0.046
C -0.76540 2.19015 1.71685 -0.162
C -5.82314 2.65602 3.79171 -0.052
C 3.00483 2.41856 -0.46985 -0.209
C 4.81725 0.89996 -0.01042 -0.093
C 2.61011 -2.28111 -6.36354 -0.143
N 0.77886 -1.61391 0.26221 -0.099
C 1.16672 -1.41066 1.51849 -0.137
C -0.95997 -2.38405 -4.90261 -0.047
C 5.34072 1.14457 -1.27171 -0.095
H 4.73092 0.15357 -6.59686 0.109
C -3.82358 -0.30199 4.86198 -0.280
Pb 1.22911 0.04867 -1.47360 1.129
N 3.37946 -1.35277 -6.91998 0.062
```

(3)
The following is a quantum chemistry calculation of an isolated ion of composition C2H8N3 and charge +1 in a non-equilibrium geometry, from the OMol25 dataset.

Properties
structure (SMILES)	NC(N)C=[NH2+]
net charge	+1
largest force on an atom	7.90	eV Å⁻¹
energy relative to the best compared isomer or geometry (same formula, charge and spin)	245.5	kJ/mol

```
13
Properties=species:S:1:pos:R:3:lowdin_charge:R:1
H -0.03611 -1.53585 1.63922 0.066
N -1.00861 1.20176 -1.28378 0.203
C -0.39398 0.97680 -0.24554 -0.039
H -1.38212 -1.78383 0.73418 0.074
H -1.45156 2.16532 -1.65322 0.240
H 2.00068 -0.97795 -0.29194 0.146
H -0.24211 -0.90008 -0.91847 0.145
N -0.71755 -1.14110 1.05858 0.109
H -1.37768 0.43215 -1.88685 0.171
H 1.74717 -0.23856 1.24976 0.134
H -0.12363 1.88249 0.28655 0.166
N 1.40187 -0.27068 0.25117 0.064
C 0.01290 -0.43036 0.03187 -0.479
```

What orbital gap values result from the calculations? In sequence: 8.94 8.34 9.92 eV.